The following is a DFT calculation (the ωB97M-V functional and the def2-TZVPD basis) of a structure of composition C44H55BrClGeN4O5SeV at a distorted geometry.

Structure (XYZ):
```
113
Properties=species:S:1:pos:R:3:forces:R:3
Br -0.590 1.380 -0.224 -0.152 0.163 -0.097
Se -0.478 -2.272 -2.308 -0.062 -0.012 -0.061
Ge -0.674 -2.605 2.907 -0.222 -0.099 0.080
V 1.149 0.193 1.292 0.488 -0.117 1.577
Cl 8.938 -2.134 -2.636 -0.034 0.020 -0.009
O 3.534 0.133 -2.717 -0.006 0.281 -0.308
O 2.445 -0.178 2.647 -0.473 0.383 -0.492
O 2.233 -0.250 -0.352 0.410 0.055 -0.487
O 4.787 0.063 3.570 0.485 0.044 0.540
O 2.524 1.859 0.243 -0.237 -0.431 0.139
N -2.805 -0.711 -1.714 -0.076 0.005 0.008
N 0.450 1.396 2.564 -0.186 -0.108 -0.386
N 1.127 1.402 3.799 -0.124 0.104 0.053
N -1.531 0.222 -3.226 0.101 0.028 -0.020
C -3.286 -1.576 -0.648 -0.057 -0.010 -0.059
C 3.253 0.345 7.414 0.024 -0.008 -0.054
C 5.661 -0.090 -1.585 0.004 0.039 0.055
C 4.248 0.149 4.806 0.079 0.050 -0.111
C -0.776 -1.934 4.757 0.055 0.140 -0.022
C -2.669 4.553 1.604 0.058 -0.195 -0.077
C -0.371 0.554 -4.040 -0.035 0.016 -0.012
C 7.333 -1.443 -2.625 -0.054 -0.029 -0.057
C -3.733 5.105 3.723 0.032 -0.032 -0.046
C -4.770 2.435 -2.006 0.033 -0.048 0.014
C -0.633 0.382 -5.531 -0.023 -0.008 0.009
C -0.314 2.520 2.325 0.043 -0.231 -0.073
C 5.184 -1.195 -3.686 -0.003 -0.071 -0.142
C 3.209 1.267 -1.942 0.008 -0.217 0.000
C -0.851 -1.068 -5.956 0.066 -0.066 -0.006
C 2.392 0.313 6.328 0.017 0.023 0.032
C 6.461 -1.730 -3.668 0.003 -0.013 -0.015
C -2.570 -2.946 2.467 -0.052 -0.017 -0.042
C 0.141 -1.600 1.458 0.034 0.046 -0.149
C -1.653 -0.885 -2.427 -0.185 0.343 -0.024
C 2.867 0.224 5.024 0.106 -0.087 -0.075
C 0.450 -1.865 -6.018 -0.022 0.010 0.051
C 6.941 -0.634 -1.581 0.013 0.036 0.048
C -4.492 1.166 -1.512 -0.081 0.060 0.037
C -3.966 3.023 -2.983 0.018 -0.046 -0.003
C 1.874 0.150 3.890 -0.205 0.170 0.075
C 4.210 -1.491 -4.795 0.037 0.002 0.076
C -2.578 1.104 -2.990 0.151 -0.127 -0.139
C -3.387 0.513 -2.028 0.043 -0.222 0.123
C -3.230 5.731 1.080 -0.106 0.053 0.018
C -1.908 3.672 0.731 -0.265 0.068 -0.051
C 0.166 -4.374 3.065 0.074 -0.020 -0.026
C 4.797 -0.355 -2.637 -0.008 -0.101 0.192
C -3.494 -4.641 -1.551 0.007 0.035 -0.008
C -4.022 6.566 1.853 0.073 -0.044 -0.064
C -2.853 2.364 -3.493 0.020 0.095 -0.010
C 2.648 0.932 -0.580 -0.033 -0.103 0.120
C -2.936 4.269 2.956 0.048 0.076 0.035
C 4.624 0.268 7.188 -0.020 0.005 -0.038
C -4.240 -3.433 -2.114 0.050 -0.030 0.059
C 5.116 0.166 5.899 0.054 0.009 0.023
C -1.008 2.727 1.146 0.042 0.155 0.427
C -4.285 6.262 3.184 -0.013 -0.018 0.023
C -4.524 -2.368 -1.054 0.056 -0.022 -0.023
H 2.863 0.420 8.421 -0.005 0.002 0.000
H -3.027 5.985 0.045 -0.029 -0.005 0.015
H -0.354 -4.967 3.822 0.042 0.001 -0.037
H -1.100 -0.891 4.802 0.028 -0.063 0.007
H 0.261 -2.904 -6.295 0.015 0.052 0.005
H -3.650 -2.991 -2.923 -0.035 -0.009 -0.010
H -0.653 -1.548 0.702 0.106 0.040 -0.059
H 6.784 -2.375 -4.476 0.000 0.005 0.030
H -2.505 -4.358 -1.183 -0.059 -0.017 -0.020
H -3.117 -2.005 2.355 0.032 -0.077 0.020
H 1.122 -0.595 4.141 0.008 -0.154 -0.083
H -1.512 -2.554 5.276 0.032 0.045 -0.001
H -5.103 0.720 -0.738 0.024 0.020 -0.023
H 6.180 0.095 5.705 -0.045 0.016 0.015
H -4.206 4.016 -3.343 0.011 -0.031 0.018
H 0.227 0.795 -6.068 -0.023 0.031 -0.027
H 2.421 1.796 -2.480 -0.050 0.016 -0.016
H -5.186 -3.759 -2.552 0.000 0.002 -0.009
H -2.664 -3.518 1.539 0.007 0.046 0.086
H 4.642 -2.188 -5.513 -0.004 0.011 0.006
H -1.337 -1.080 -6.935 0.000 -0.019 -0.005
H -2.100 3.757 -0.333 0.075 0.102 0.049
H 1.136 -1.433 -6.754 -0.016 -0.019 0.028
H -3.933 4.845 4.757 0.023 0.000 -0.023
H -4.908 6.910 3.788 0.034 -0.002 -0.016
H 4.038 -0.038 2.946 -0.363 -0.034 -0.306
H -3.496 -0.944 0.217 0.034 0.026 -0.002
H 4.050 1.948 -1.819 0.095 0.029 -0.077
H -4.431 7.470 1.415 -0.003 -0.025 -0.010
H -4.056 -5.094 -0.728 0.015 0.003 -0.022
H -3.036 -3.520 3.274 0.008 0.034 -0.066
H -2.524 3.368 3.392 -0.060 0.017 0.016
H 1.215 -4.278 3.359 -0.055 -0.012 -0.015
H -5.289 -1.674 -1.415 -0.003 -0.002 0.015
H 5.314 0.282 8.024 -0.008 -0.002 -0.012
H 0.452 -0.073 -3.697 0.021 -0.043 0.018
H -2.466 -2.240 -0.384 0.041 0.014 -0.010
H -3.346 -5.402 -2.320 0.005 0.025 0.030
H -5.613 2.985 -1.609 0.020 -0.019 -0.015
H 3.288 -1.920 -4.397 0.056 0.011 -0.006
H 0.179 -2.027 5.280 -0.072 -0.009 0.009
H 5.341 0.516 -0.747 0.041 -0.023 -0.019
H -2.218 2.829 -4.237 -0.020 -0.019 0.027
H -0.326 3.311 3.062 0.100 0.004 0.091
H -1.502 0.988 -5.803 0.004 0.003 -0.013
H 3.928 -0.575 -5.319 0.003 -0.024 0.014
H 0.126 -4.905 2.111 0.002 0.018 0.050
H -1.537 -1.553 -5.255 -0.005 0.013 -0.024
H -4.920 -2.846 -0.152 -0.035 0.024 -0.016
H 7.618 -0.432 -0.761 -0.025 -0.012 -0.013
H 1.744 2.208 3.867 0.078 0.050 -0.164
H 1.319 0.359 6.479 0.018 -0.005 0.000
H 0.904 -2.267 1.030 -0.033 -0.008 -0.034
H -0.117 1.596 -3.825 0.015 -0.007 0.058
H 0.945 -1.876 -5.044 -0.043 -0.005 -0.080
```
Positions in Å, forces in eV/Å.

Values from the calculation:
energy above the lowest of the compared OMol25 structures with the same formula, charge and spin = 0.0 kJ/mol
HOMO-LUMO gap (spin up / spin down) = 5.424 / 5.389 eV
charge = -1
F_max = 1.7 eV Å⁻¹
2S+1 = 2
calculated total energy = -10761.538885 a.u.
M = 1037.82 g mol⁻¹

Results of the Löwdin charge analysis, in e, for atoms 1 through 4:
1. Br 1.036
2. Se 0.728
3. Ge 0.760
4. V 0.763

=====

The following is a DFT calculation (the ωB97M-V functional and the def2-TZVPD basis) of an isolated molecule of C19H31F5N4O5P2 at a distorted geometry.

Structure (XYZ):
```
66
Properties=species:S:1:pos:R:3:forces:R:3
P -2.811 -1.834 -1.239 -0.652 -0.883 -0.102
P 0.151 -1.380 -1.582 1.584 0.090 0.486
F 2.443 -0.099 3.597 -1.101 -0.500 1.030
F 1.900 -2.320 2.487 -1.067 0.187 1.407
F 0.030 -2.693 3.659 1.294 0.853 -0.197
F 1.981 -3.009 4.585 -0.688 1.086 -1.170
F 1.575 -0.766 5.607 0.241 0.313 -1.602
O 3.321 2.701 -0.583 -0.232 -0.526 -0.025
O 0.227 -1.818 -3.204 -0.247 -0.158 1.194
O -1.577 0.111 0.079 0.628 0.787 -0.807
O -4.323 -1.081 -1.332 1.550 -0.354 0.449
O -2.833 -2.582 0.267 -0.787 1.540 -1.456
N 0.453 3.296 -0.193 0.430 -0.656 -0.455
N -0.015 -2.919 -0.733 -0.449 0.772 -0.514
N -2.018 2.532 0.071 -1.285 -1.523 -1.047
N -2.571 -2.823 -2.428 -0.400 0.518 1.166
C 4.562 -1.577 -3.292 -0.473 1.242 1.351
C 1.298 -2.188 3.718 0.719 -1.342 0.268
C -4.175 1.902 1.369 0.300 -1.434 -0.814
C -0.768 1.473 1.891 -0.098 -1.010 0.585
C -1.077 1.412 0.306 1.527 1.782 2.619
C 3.526 -0.706 -3.831 0.380 0.269 1.587
C -3.434 2.151 -0.014 -1.750 1.105 0.547
C 4.484 -0.317 -1.120 -0.948 -0.027 -1.789
C -1.493 -0.445 -1.220 -2.130 -1.970 -1.342
C 1.607 1.152 0.232 0.825 0.114 0.028
C 2.933 0.362 -3.020 1.742 -1.348 1.066
C 2.830 1.601 -0.670 -0.336 -1.142 -0.150
C 3.407 0.535 -1.653 0.967 -1.204 -0.655
C 1.354 -0.684 4.231 -0.625 0.314 0.435
C -1.847 0.433 -2.474 0.031 0.262 -1.009
C 0.036 0.107 4.010 -0.307 -0.556 -0.418
C 0.306 1.810 -0.388 0.828 0.732 0.407
C 5.060 -1.372 -1.938 -1.535 1.384 -0.235
C -0.453 0.040 2.498 -0.689 0.538 0.408
H -1.956 3.230 0.813 0.455 -0.307 -0.499
H 0.235 -0.557 1.853 -0.498 0.596 0.569
H -3.972 3.032 -0.481 0.632 -0.839 0.310
H -3.926 2.648 2.161 -0.342 -0.474 -0.688
H -0.741 -0.394 4.652 0.884 0.413 -0.535
H 0.030 2.228 2.129 -0.613 -0.801 -0.408
H -2.759 0.037 -3.005 0.947 0.374 0.542
H 3.168 -0.862 -4.873 0.358 0.171 0.939
H 1.574 0.044 0.350 0.038 0.866 -0.488
H -5.277 1.822 1.160 0.967 0.388 0.412
H 1.108 3.461 0.574 -0.163 -0.007 -0.355
H -2.047 1.513 -2.277 0.231 -0.897 0.315
H -1.032 0.399 -3.255 -0.667 -0.060 0.912
H 0.107 1.158 4.393 0.398 -0.931 -0.394
H 5.004 -2.413 -3.877 -0.538 0.871 0.307
H 1.858 1.563 1.254 -0.529 -0.207 -1.008
H 5.862 -1.997 -1.473 -0.832 0.531 -0.756
H -3.766 -2.630 0.560 0.536 0.045 -0.057
H -0.025 -2.777 0.279 0.136 -0.112 -0.301
H -3.679 1.280 -0.663 0.672 0.634 0.454
H -1.445 -0.492 2.515 1.139 0.308 -0.235
H 0.350 1.657 -1.495 -0.542 -0.239 0.859
H -4.600 -1.026 -2.264 0.164 -0.319 0.378
H 0.729 -3.561 -1.003 -0.161 0.284 0.185
H 0.930 3.653 -1.026 -0.309 0.056 0.546
H -1.670 1.832 2.466 0.727 -0.318 -0.845
H -3.871 0.865 1.703 -0.248 1.117 0.053
H 1.188 -1.876 -3.385 -0.547 0.302 0.029
H 4.846 -0.133 -0.077 -0.364 -0.264 -1.112
H 2.142 1.036 -3.417 0.723 -0.723 0.259
H -2.452 -3.744 -1.983 0.099 0.286 -0.639
```
Positions in Å, forces in eV/Å.

Values from the calculation:
energy above the lowest of the compared OMol25 structures with the same formula, charge and spin = 0.0 kJ/mol
HOMO-LUMO gap = 8.289 eV
F_max = 3.5 eV Å⁻¹
2S+1 = 1
calculated total energy = -2519.821502 a.u.
structure (SMILES) = CCN[C@@](CCCC(F)(F)C(F)(F)F)(O[C@@](C)(P(N)O)P(=N)(O)O)[C@@H](N)CC(=O)c1ccccc1
M = 552.42 g mol⁻¹

Results of the Löwdin charge analysis, in e, for atoms 1 through 4:
1. P 0.611
2. P 0.931
3. F 0.086
4. F 0.115

=====

> Number 1 is which compound?

C44H55BrClGeN4O5SeV